The following is a quantum chemistry calculation of a 2-piece molecular cluster, C19H22ClN3O4 overall at a distorted geometry, from the Open Molecules 2025 dataset.

Geometry as XYZ:
```
49
Properties=species:S:1:pos:R:3:mulliken_charge:R:1
C 1.6219 4.7241 5.3351 -1.448
N 0.3984 4.3426 4.4318 -0.135
C -0.4373 5.3017 3.9581 0.732
O -0.4542 6.5332 4.3620 -0.731
C -1.8556 4.8048 3.2597 -0.671
O -1.3387 4.8843 1.9736 -0.475
C -0.5341 3.9223 1.4643 0.025
C -0.3265 4.2993 -0.1302 -0.448
O 0.3708 3.5101 -0.9339 -0.286
C 0.7858 2.1905 -0.4184 0.250
C 0.7404 1.9496 0.7570 -0.200
C -0.1267 2.8143 1.7274 1.312
O -0.5254 2.2489 2.9999 -0.925
H 1.0158 0.8691 1.1271 0.336
C 1.4698 1.4565 -1.4948 -1.717
N 1.3675 0.0051 -1.1197 -0.076
C -0.1270 -0.4556 -1.5413 -0.844
C -0.3302 -1.8208 -1.1951 -0.576
N 0.6418 -2.6987 -2.0965 0.120
C 0.4243 -3.9724 -2.2123 1.146
C 1.0714 -4.6249 -3.1598 -0.457
C 0.9972 -5.9007 -3.4286 -0.864
C -0.2274 -6.5684 -3.1111 -0.330
C -1.0101 -5.8655 -2.1223 -0.099
C -0.9167 -4.4503 -2.0668 -0.648
H -1.5208 -4.1577 -1.1866 0.355
Cl -2.7595 -6.6731 -1.5257 -0.271
H -0.5178 -7.5599 -3.5206 0.360
H 1.5298 -6.4958 -4.0583 0.451
H 2.0573 -4.3093 -3.4697 0.323
C 2.0029 -2.2646 -1.6507 -1.266
H 2.5782 -2.9052 -2.0612 0.887
C 2.2899 -0.8813 -1.9591 -0.969
H 3.1541 -0.6049 -1.5324 0.661
H 2.1401 -0.7468 -2.9671 0.369
H 2.2341 -2.3845 -0.5790 0.310
H -1.4710 -2.0110 -1.7783 0.322
H -0.1197 -2.0020 -0.0535 0.263
H -0.7135 0.3233 -1.1545 0.602
H -0.0174 -0.1145 -2.7199 0.333
H 1.3730 1.6186 -2.3366 0.904
H 2.8727 1.6279 -1.1223 0.311
H -0.5597 5.2202 -0.4225 0.560
H -1.9610 3.8082 3.6991 0.415
H -2.4868 5.6332 3.3207 0.369
H 0.2119 3.3600 4.1781 0.299
H 2.4380 4.4472 4.8290 0.379
H 1.4491 5.6879 5.5860 0.454
H 1.5314 4.2735 6.1058 0.587
```

Output
Calculated total energy ... -1661.98347 Eh
Kohn-Sham gap ... 6.75 eV
Net charge ... 0

***

The following is a quantum chemistry calculation of an isolated ion of composition C3H9N4 and charge +1 at a distorted geometry, from the Open Molecules 2025 dataset.

Geometry as XYZ:
```
16
Properties=species:S:1:pos:R:3:mulliken_charge:R:1
C 2.2304 -0.4019 0.0332 -0.331
C 0.8251 -1.0179 -0.0778 -0.705
C -2.7744 0.6161 0.0304 -0.573
N 1.9037 1.0108 -0.0026 0.217
N -1.4128 -0.0664 -0.0059 -0.415
N -0.0616 0.1849 -0.0120 0.976
N 0.6463 1.2421 0.0085 -0.807
H 2.7396 -0.6398 0.9721 0.248
H 2.8881 -0.6534 -0.8005 0.260
H 0.6752 -1.5241 -1.0341 0.350
H 0.6039 -1.7021 0.7413 0.370
H -3.2601 0.2958 0.9496 0.287
H -2.6741 1.6905 -0.0107 0.321
H -3.3179 0.2373 -0.8316 0.278
H 2.5317 1.7968 0.0589 0.264
H -1.5429 -1.0690 -0.0188 0.262
```

Output
Calculated total energy ... -338.26889 Eh
Kohn-Sham gap (spin up / spin down) ... 7.61 / 8.79 eV
Net charge ... +1
Multiplicity ... 3

***

The following is a quantum chemistry calculation of a 3-piece molecular cluster, C9H9N3O2 overall at a distorted geometry, from the Open Molecules 2025 dataset.

Geometry as XYZ:
```
23
Properties=species:S:1:pos:R:3:mulliken_charge:R:1
C -2.2651 0.1435 2.2143 0.409
C -2.6286 0.5569 0.8322 -0.377
C -1.8836 0.0090 -0.1496 0.052
C -0.9436 -1.8168 1.1298 0.426
C 0.8973 0.7742 -2.0171 0.460
C 1.5344 1.8541 -2.6863 -0.706
C 2.8756 1.9406 -2.4728 -0.083
C 3.5104 0.9831 -1.7277 -0.523
C 2.7746 0.1101 -0.9521 -0.326
H -1.5280 -1.4596 3.1670 0.218
H -3.5095 1.1589 0.3351 0.243
H -1.8102 0.4683 -1.1771 0.287
H -0.0920 -1.2045 -0.9562 0.504
H -0.1780 0.7802 -2.1714 0.070
H 1.0506 2.4761 -3.4608 0.331
H 3.4669 2.6916 -3.0283 0.333
H 4.6140 1.0991 -1.4873 0.280
H 3.1827 -0.6096 -0.3156 0.470
N -1.5744 -1.1964 2.2077 -0.124
N -1.2032 -1.2730 -0.0487 -0.327
N 1.5111 -0.0207 -1.1627 -0.368
O -2.3436 0.8035 3.2708 -0.597
O -0.1013 -2.7157 1.3663 -0.651
```

Output
Calculated total energy ... -663.00677 Eh
Kohn-Sham gap ... 9.41 eV
Net charge ... 0

***

The following is a quantum chemistry calculation of a 2-piece molecular cluster, C5H8N2O2 overall at a distorted geometry, from the Open Molecules 2025 dataset.

Geometry as XYZ:
```
17
Properties=species:S:1:pos:R:3:mulliken_charge:R:1
C 0.6766 1.2283 -0.0601 0.072
C -3.3695 0.6106 -0.2866 0.572
C 1.5841 2.1102 -0.4490 -0.871
C 0.7809 -1.0441 0.6146 0.847
C 0.6654 -1.7889 -0.7101 -0.952
N 0.9614 0.2011 0.7988 -0.671
N -2.7178 0.2243 0.6233 -0.456
O -3.9427 0.7856 -1.2718 -0.408
O 0.9308 -1.8709 1.6997 -0.476
H -0.3796 1.2253 -0.4002 0.159
H 1.3555 3.0020 -0.9538 0.339
H 2.5225 1.9862 0.0731 0.272
H -0.3883 -2.2576 -0.8547 0.261
H 1.3906 -2.6927 -0.7934 0.292
H 0.7003 -0.9784 -1.4761 0.321
H -1.8271 0.4490 1.0987 0.338
H 1.0568 -1.1901 2.3476 0.360
```

Output
Calculated total energy ... -455.26705 Eh
Kohn-Sham gap ... 9.65 eV
Net charge ... 0
Structure (SMILES) ... C=C/N=C(\C)O.N=C=O

***

The following is a quantum chemistry calculation of C6H15InO3 as an isolated structure at a distorted geometry, from the Open Molecules 2025 dataset.

Geometry as XYZ:
```
25
Properties=species:S:1:pos:R:3:mulliken_charge:R:1
In 1.2807 1.9446 0.8152 1.053
C 0.0589 -0.8072 -3.0738 -0.984
C -0.2710 0.5943 -2.5280 -0.154
O 0.6878 1.2346 -1.8285 -0.542
H 0.0580 -1.5703 -2.2908 0.269
H 0.9399 -0.8851 -3.7040 0.294
H -0.8181 -1.0527 -3.6843 0.341
H -1.2349 0.5848 -1.9844 0.199
H -0.4884 1.1166 -3.4850 0.243
C 2.6763 -2.1433 1.0623 -0.711
C 3.6809 -1.0155 1.2899 -0.223
O 3.1338 0.1244 1.7968 -0.591
H 2.1059 -2.2583 1.9932 0.258
H 3.1851 -3.0865 0.8744 0.338
H 1.8699 -1.8433 0.3903 0.052
H 4.2193 -0.8171 0.3461 0.229
H 4.4494 -1.3820 1.9965 0.274
C -3.8742 1.7040 1.6864 -1.073
C -2.5545 1.0640 1.3345 -0.078
O -1.5220 1.9284 1.2049 -0.542
H -3.9837 2.5212 0.9646 0.284
H -3.9134 2.1691 2.6746 0.251
H -4.8103 1.1487 1.6149 0.360
H -2.6986 0.4022 0.4556 0.197
H -2.1769 0.3243 2.0784 0.258
```

Output
Calculated total energy ... -653.13335 Eh
Kohn-Sham gap ... 3.57 eV
Net charge ... 0

***

For the records above, the corresponding energy relative to the best compared isomer or geometry (same formula, charge and spin) values read 18.544 2.443 4.421 2.488 6.504 eV.